(1)
C19H20N4O6 in the gas phase at a distorted geometry. Source: the OMol25 dataset; level of theory: ωB97M-V/def2-TZVPD.

Structure (XYZ):
```
49
Properties=species:S:1:pos:R:3:forces:R:3
C 2.4129 2.9454 0.0070 0.4 -0.1 -0.1
O 1.1940 2.7922 0.7269 -0.3 0.2 0.0
C 1.1554 1.9065 1.7197 -0.1 0.1 0.1
O 2.0744 1.2153 2.0660 0.0 -0.1 0.1
C -0.2119 1.9368 2.3830 0.0 0.0 -0.2
C -0.7343 0.5771 2.6917 -0.1 -0.2 0.1
N -1.6653 0.3730 3.6588 0.4 -0.1 -0.4
N -2.0696 -0.9014 3.7355 -0.4 -0.9 0.1
C -1.3814 -1.5231 2.7996 0.2 1.6 0.2
C -0.5172 -0.6526 2.1069 0.0 -0.2 0.2
C 0.3882 -1.1194 1.0195 0.1 0.0 0.0
C 0.2771 -0.2894 -0.2401 0.0 0.2 -0.2
C 1.3885 -0.1454 -1.0544 0.1 0.0 0.0
C 1.3048 0.6001 -2.2193 -0.2 0.1 -0.2
O 2.3370 0.7923 -3.0862 -0.4 0.2 0.1
C 3.5234 0.0657 -2.8741 0.2 -0.2 0.1
C 0.1019 1.2417 -2.5696 0.1 0.1 -0.3
O 0.1627 2.0135 -3.6982 0.1 -0.1 0.6
C -0.9663 2.0867 -4.5411 -0.3 0.1 -0.3
C -1.0166 1.0899 -1.7403 0.0 0.0 -0.1
O -2.1659 1.7484 -2.1000 0.6 0.0 -0.1
C -3.3337 1.5209 -1.3531 -0.2 0.0 0.1
C -0.9203 0.3050 -0.5963 -0.1 0.0 0.0
C 0.0404 -2.5733 0.7284 -0.5 0.6 0.9
C 0.7055 -3.1786 -0.3423 0.2 -0.4 -0.3
N 1.2744 -3.6794 -1.2084 0.1 -0.2 -0.3
C -0.8437 -3.3026 1.4563 0.0 -0.2 -0.3
N -1.1990 -4.5884 1.1592 -0.1 0.3 0.3
O -1.5303 -2.8436 2.5401 0.0 -0.5 -0.2
H 2.8617 3.9021 0.2784 0.0 -0.1 0.0
H 3.0946 2.1316 0.2575 0.0 0.1 -0.1
H 2.1711 2.9315 -1.0542 0.0 0.0 0.1
H -0.8947 2.4729 1.7181 0.0 0.0 0.1
H -0.1149 2.5092 3.3104 0.0 0.1 -0.1
H -2.0496 1.0479 4.2993 0.0 -0.1 -0.1
H 1.4310 -1.0628 1.3659 -0.2 0.0 -0.1
H 2.3098 -0.6276 -0.7721 0.2 0.0 0.0
H 4.1590 0.2892 -3.7294 0.0 0.0 0.1
H 3.3331 -1.0112 -2.8325 0.0 0.0 0.0
H 4.0322 0.3808 -1.9566 0.0 0.0 0.0
H -0.5927 2.4700 -5.4906 0.0 -0.1 0.0
H -1.7256 2.7653 -4.1455 0.1 -0.1 -0.1
H -1.4127 1.1013 -4.6986 0.0 0.0 0.0
H -3.2347 1.8820 -0.3236 0.0 0.0 0.0
H -3.6083 0.4613 -1.3413 0.0 0.0 0.0
H -4.1156 2.0889 -1.8557 0.0 -0.1 0.1
H -1.7797 0.1668 0.0400 -0.1 0.0 0.1
H -0.5911 -5.1058 0.5468 0.0 0.0 0.0
H -1.6641 -5.0977 1.8920 0.0 0.0 0.0
```
Forces are in eV/Å.

The value obtained for the calculated total energy is -1406.44361 hartree. Its multiplicity is 1. As for the HOMO-LUMO gap: 8.50 eV.


(2)
C10H8O in the gas phase at a distorted geometry. Source: the OMol25 dataset; level of theory: ωB97M-V/def2-TZVPD.

Structure (XYZ):
```
19
Properties=species:S:1:pos:R:3:forces:R:3
C -2.8287 0.2260 -0.8099 -3.8 2.6 0.6
C -1.7616 -0.5891 -0.9027 0.8 -3.3 -2.8
C -2.7471 0.7751 0.4925 0.2 0.4 -0.4
C -1.0357 -0.5697 0.2437 2.1 -0.9 0.8
C 2.5831 -1.2963 -0.0161 -2.0 3.9 -0.2
C 2.6985 0.1524 -0.1198 -0.9 -0.1 1.4
C 1.3386 -1.8136 0.2482 -1.3 -0.8 0.6
C 0.2534 -1.0219 0.5299 0.2 0.7 0.0
C 1.6605 0.9840 0.1960 1.2 -1.4 -0.4
C 0.8894 2.0292 0.3522 -0.8 -1.2 -1.0
O -1.6383 0.3339 1.0929 -0.1 -0.2 0.2
H -3.6780 0.3539 -1.5867 1.7 -0.1 1.7
H -1.6344 -1.3204 -1.7509 0.3 1.1 1.1
H -3.2346 1.5230 1.1497 -0.2 -0.7 -1.1
H 3.3651 -1.9312 -0.0529 2.6 -1.7 -0.5
H 3.6394 0.6779 -0.0221 0.4 -0.4 -0.2
H 1.3328 -2.9175 0.3405 -0.6 0.6 -0.2
H 0.2356 1.9379 1.2178 0.1 0.9 -0.1
H 0.5618 2.4664 -0.6022 0.0 0.6 0.7
```
Forces are in eV/Å.

The value obtained for the calculated total energy is -460.84151 hartree. Its multiplicity is 1. As for the HOMO-LUMO gap (alpha / beta): 6.46 / 5.91 eV.


(3)
14 unconnected molecules or ions with the total composition H28O14 at a distorted geometry. Source: the OMol25 dataset; level of theory: ωB97M-V/def2-TZVPD.

Structure (XYZ):
```
42
Properties=species:S:1:pos:R:3:forces:R:3
O 0.2390 4.1220 38.7730 3.6 0.2 -2.0
H -0.4440 3.8250 39.3040 -2.6 -1.1 1.9
H 0.8860 3.3740 38.7010 -1.1 1.0 0.3
O -0.5080 7.9910 39.7050 -1.0 1.0 0.1
H -0.4990 7.3150 39.0300 0.4 -0.3 0.0
H 0.3380 8.0360 40.1580 0.1 -0.7 -0.2
O -3.0280 4.9590 42.3380 0.3 0.6 0.6
H -2.6510 4.8030 43.2110 0.0 -0.4 0.3
H -2.6500 5.8480 42.1220 -0.8 -0.3 -0.1
O 0.1130 5.9260 41.9620 -3.1 -0.2 2.1
H 0.9380 5.8930 41.6180 4.5 0.7 -1.5
H -0.2870 5.3650 41.3180 -1.6 -0.8 -0.9
O 0.7190 2.0500 41.0970 -0.6 0.5 -1.1
H 1.1350 1.3040 41.4820 0.5 -1.3 0.4
H 1.1060 2.7710 41.5920 0.0 0.4 0.4
O 3.8410 6.6950 42.1170 1.3 0.0 -1.5
H 4.7230 7.0260 41.9520 0.5 0.7 0.3
H 3.9180 5.8410 41.6860 -0.2 -0.6 -0.2
O 2.7480 6.1870 44.1460 -2.6 -3.2 9.7
H 2.4690 5.2210 44.2830 0.6 1.9 -0.4
H 2.8940 6.2490 43.3100 1.4 0.8 -7.6
O 0.0500 8.5270 43.3000 -5.1 -0.8 2.9
H -0.6590 9.1660 43.1110 0.9 -0.2 -0.1
H 0.8110 8.6700 42.8770 4.3 1.3 -2.8
O 1.2750 3.7090 43.1770 3.3 -4.2 3.3
H 0.8640 3.3170 44.0030 0.6 0.6 -1.7
H 0.6960 4.3380 42.9340 -3.7 3.9 -1.3
O -2.1690 3.9720 40.2240 0.9 -1.7 -2.9
H -2.4510 3.0520 40.2680 0.2 -0.3 -0.8
H -2.3980 4.1710 41.0960 -0.8 1.6 3.0
O 0.0960 6.3860 45.0570 3.8 -4.9 6.5
H -0.1440 6.8880 44.4010 -1.7 4.8 -5.9
H 1.1030 6.3460 45.0760 -1.9 0.6 -0.5
O -2.2250 7.4530 42.0230 -2.3 -0.8 1.9
H -1.3190 7.3370 42.1530 2.7 -0.5 0.5
H -2.2320 8.0380 41.3180 -0.4 1.6 -2.5
O 1.9910 7.3660 40.4530 2.3 4.6 -2.1
H 2.3820 8.2990 39.9820 -1.9 -3.9 1.5
H 2.7400 7.2680 41.0730 -0.3 -0.2 0.1
O -1.1970 4.2320 44.5660 -1.9 -1.5 -1.5
H -0.6100 4.9560 44.6840 1.2 1.7 0.9
H -0.9790 3.5120 45.1300 0.1 -0.6 0.9
```
Forces are in eV/Å.

The value obtained for the calculated total energy is -1070.05729 hartree. Its multiplicity is 1. As for the HOMO-LUMO gap: 9.84 eV.